Record 1
The following is a quantum chemistry calculation of the molecule C3H3ClF2OS in a non-equilibrium geometry, from OMol25.

Structure (XYZ):
```
11
Properties=species:S:1:pos:R:3:lowdin_charge:R:1
F 2.41026 -0.56362 0.30262 0.067
C 1.30294 0.19935 0.30479 -0.948
F 0.77035 0.04441 1.51868 0.063
Cl 1.70333 1.90156 0.10000 0.776
C 0.36674 -0.36740 -0.71335 -0.125
O -0.87383 0.36599 -0.73922 -0.126
C -1.81668 0.05637 0.14894 -0.720
S -3.26051 0.82610 0.42819 0.656
H 0.78760 -0.24710 -1.69080 0.138
H 0.17722 -1.41009 -0.43611 0.149
H -1.56742 -0.80558 0.77627 0.070
```

Properties
HOMO level in eV: -9.1
Largest force on an atom in eV/A: 2.18
Energy relative to the best compared isomer or geometry (same formula, charge and spin) in kJ/mol: 0.0
Lowest unoccupied orbital energy in eV: 0.093
SMILES: FC(F)(Cl)COC=S
Frontier orbital gap in eV: 9.15
E in eV: -33998.9410

Record 2
The following is a quantum chemistry calculation of the molecule C3H3ClFN3 in a non-equilibrium geometry, from OMol25.

Structure (XYZ):
```
11
Properties=species:S:1:pos:R:3:lowdin_charge:R:1
N -1.89671 0.44799 0.11401 0.110
N -0.53199 0.09217 -0.05843 -0.118
C -0.28809 -1.27312 -0.01123 -0.111
N 1.04155 -1.59051 -0.00056 0.090
C 1.62612 -0.43008 -0.17236 -0.684
Cl 3.30322 0.12263 0.05404 0.637
C 0.72025 0.57394 -0.08313 -0.374
F 0.98918 1.88272 -0.04821 0.078
H -1.60653 1.23852 0.84052 0.166
H -2.20182 0.76660 -0.81165 0.102
H -1.15518 -1.83087 0.17700 0.103
```

Properties
HOMO level in eV: -8.7
Largest force on an atom in eV/A: 4.91
Energy relative to the best compared isomer or geometry (same formula, charge and spin) in kJ/mol: 189.5
Lowest unoccupied orbital energy in eV: 0.370
SMILES: Nn1cnc(Cl)c1F
Frontier orbital gap in eV: 9.07
E in eV: -22867.0942

Record 3
The following is a quantum chemistry calculation of the molecule C3H3ClFNO in a non-equilibrium geometry, from OMol25.

Structure (XYZ):
```
10
Properties=species:S:1:pos:R:3:lowdin_charge:R:1
O 1.46119 -1.42171 -0.44759 -0.041
N 0.26566 -1.72164 0.17010 -0.020
C -0.63145 -0.75402 0.44220 -0.150
C -0.79285 0.56710 0.02746 -0.165
C 0.17739 1.40833 -0.19308 -0.673
F 1.40402 1.39948 0.17841 0.109
Cl -0.34051 3.03760 -0.79574 0.623
H 1.76613 -2.30473 -0.62929 0.085
H -1.51351 -1.03236 1.14890 0.143
H -1.79608 0.82194 0.09864 0.090
```

Properties
HOMO level in eV: -9.1
Largest force on an atom in eV/A: 5.21
Energy relative to the best compared isomer or geometry (same formula, charge and spin) in kJ/mol: 310.4
Lowest unoccupied orbital energy in eV: 0.172
SMILES: O/N=C\C=C(/F)Cl
Frontier orbital gap in eV: 9.28
E in eV: -21933.5042

Record 4
The following is a quantum chemistry calculation of the molecule C3H3ClFNS2 in a non-equilibrium geometry, from OMol25.

Structure (XYZ):
```
11
Properties=species:S:1:pos:R:3:lowdin_charge:R:1
F 1.14279 -1.41245 1.06173 -0.076
C 1.65048 -0.47548 0.22701 -0.702
Cl 2.15958 -1.47693 -1.16949 0.635
C 0.50109 0.68651 -0.04089 -0.748
S 0.93823 2.22601 -0.57357 0.651
N -0.72175 0.08649 0.18397 -0.125
C -2.01160 0.44669 -0.17406 -0.538
S -3.06986 -0.92779 -0.68072 0.508
H 2.52835 0.12049 0.62117 0.109
H -0.75618 -0.90340 0.61573 0.146
H -2.36113 1.62988 -0.07089 0.139
```

Properties
HOMO level in eV: -9.3
Largest force on an atom in eV/A: 5.03
Energy relative to the best compared isomer or geometry (same formula, charge and spin) in kJ/mol: 84.1
Lowest unoccupied orbital energy in eV: -1.711
SMILES: F[C@@H](Cl)C(=S)NC=S
Frontier orbital gap in eV: 7.54
E in eV: -41557.7464

Record 5
The following is a quantum chemistry calculation of a cluster of 2 separate species, C3H3ClN2 in total in a non-equilibrium geometry, from OMol25.

Structure (XYZ):
```
9
Properties=species:S:1:pos:R:3:lowdin_charge:R:1
N 1.24371 2.05397 0.89122 0.217
C 0.98511 1.18741 0.20327 -0.382
C 0.56384 0.10842 -0.32084 -0.686
Cl 1.46361 -1.19798 0.20449 0.647
H 1.52210 2.51944 1.79699 0.153
H -0.35031 0.05322 -0.98658 0.051
C -1.68043 -1.61843 -0.56708 -0.141
N -2.37797 -1.61232 0.33607 0.091
H -1.36965 -1.49374 -1.55754 0.051
```

Properties
HOMO level in eV: -8.0
Largest force on an atom in eV/A: 8.52
Energy relative to the best compared isomer or geometry (same formula, charge and spin) in kJ/mol: 369.5
Lowest unoccupied orbital energy in eV: 0.768
SMILES: N=C=CCl.C#N
Frontier orbital gap in eV: 8.80
E in eV: -18658.1589

Record 6
The following is a quantum chemistry calculation of a cluster of 2 separate species, C3H3ClN2O in total in a non-equilibrium geometry, from OMol25.

Structure (XYZ):
```
10
Properties=species:S:1:pos:R:3:lowdin_charge:R:1
O 0.47701 2.13715 1.04301 0.120
C -0.61559 1.88699 0.63380 -0.405
N -1.62114 1.91856 -0.01828 -0.382
Cl -2.95276 0.99306 -0.38849 0.638
C 1.03822 -1.03572 0.69868 -0.040
C 0.76870 -0.99644 -0.55157 -0.270
N 0.22017 -1.25833 -1.61839 0.152
H 0.20623 -1.19079 1.44855 0.098
H 1.91695 -0.68564 1.14079 0.032
H 0.56221 -1.76884 -2.38809 0.057
```

Properties
HOMO level in eV: -8.7
Largest force on an atom in eV/A: 4.14
Energy relative to the best compared isomer or geometry (same formula, charge and spin) in kJ/mol: 360.3
Lowest unoccupied orbital energy in eV: 0.152
SMILES: O=C=NCl.C=C=N
Frontier orbital gap in eV: 8.88
E in eV: -20705.8045